No. 1
Density functional theory data (the ωB97M-V functional and the def2-TZVPD basis) for a molecular structure, C7H12NiO3.

Structure (ORCA input):
```
! wB97M-V def2-TZVPD RIJCOSX def2/J DEFGRID3
* xyz 3 4
O -0.0362 -1.5090 1.1855
C 0.6900 -0.4573 0.8631
O 0.1765 0.6638 0.7440
Ni 0.1185 2.4502 0.6364
O 1.8975 -0.7826 0.6347
C 2.8959 0.2214 0.2759
C 4.1947 -0.4964 0.0309
H 2.9674 0.9241 1.1156
H 2.5367 0.7354 -0.6242
H 4.5212 -1.0360 0.9279
H 4.9562 0.2531 -0.2201
H 4.1035 -1.1979 -0.8068
C -1.4179 -1.3546 1.3244
H -1.9102 -2.3585 1.2258
H -1.7168 -1.0170 2.3438
C -2.1013 -0.5850 0.3706
H -3.1172 0.0864 0.4506
C -2.6971 0.4643 -2.0249
C -3.5600 1.2870 -1.3556
H -1.6238 0.6972 -2.0611
H -3.0656 -0.4225 -2.5483
H -3.1794 2.2218 -0.9366
H -4.6324 1.2122 -1.5516
*
```

Output
Expectation value of S²: 3.76
Gap between HOMO and LUMO (alpha / beta): 0.2034 / 0.1448 hartree
LUMO (alpha / beta): -15.76 / -17.16 eV
Energy above the lowest of the compared OMol25 structures with the same formula, charge and spin: 0.377 eV
M: 202.9 g mol⁻¹
Highest occupied orbital energy (alpha / beta): -21.295 / -21.103 eV

=====

No. 2
Density functional theory data (the ωB97M-V functional and the def2-TZVPD basis) for a single C7H12O molecule.

Structure (ORCA input):
```
! wB97M-V def2-TZVPD RIJCOSX def2/J DEFGRID3
* xyz 0 1
C 1.7160 0.7734 -0.8571
C 0.3627 0.8653 -0.2136
C 0.0312 2.2179 0.3663
C -0.5202 -0.1258 -0.0876
C -1.6367 -0.2020 0.8516
C -0.2645 -1.5750 -0.8609
C 0.1447 -2.4639 0.2267
O -0.6819 -2.8827 1.0451
H 1.8505 -0.1173 -1.4626
H 2.4986 0.7642 -0.0913
H 1.8884 1.6360 -1.5014
H 0.7250 2.9836 0.0118
H 0.0868 2.1907 1.4586
H -0.9779 2.5419 0.0783
H -1.4195 0.2080 1.8346
H -2.5360 0.2854 0.4554
H -1.6960 -1.4031 1.1170
H 0.4781 -1.4958 -1.6487
H -1.2451 -1.8393 -1.2517
H 1.1958 -2.3613 0.5296
*
```

Output
Gap between HOMO and LUMO: 0.3589 hartree
LUMO: 0.89 eV
Energy above the lowest of the compared OMol25 structures with the same formula, charge and spin: 1.513 eV
M: 112.2 g mol⁻¹
SMILES: CC(C)=C(C)CC=O
Highest occupied orbital energy: -8.874 eV

=====

No. 3
Density functional theory data (the ωB97M-V functional and the def2-TZVPD basis) for a single C7H12O molecule.

Structure (ORCA input):
```
! wB97M-V def2-TZVPD RIJCOSX def2/J DEFGRID3
* xyz 0 1
C 2.7400 0.2439 -0.2441
C 1.4293 0.2356 -0.3192
C 0.4864 -0.5603 -1.5677
C 0.0201 -0.3039 -0.2120
C -0.1518 -1.4576 0.7580
C -0.8862 0.9721 0.0867
C -2.3052 0.5809 0.4681
O -0.2444 1.6816 1.0894
H 3.3857 0.0034 -1.0757
H 3.2222 0.7372 0.5901
H 0.6797 -1.5802 -1.8763
H 0.2762 0.1461 -2.3602
H 0.6735 -2.1622 0.6682
H -0.1639 -1.0788 1.7786
H -1.0910 -1.9732 0.5617
H -0.9025 1.5641 -0.8466
H -2.9059 1.4831 0.5671
H -2.7415 -0.0419 -0.3138
H -2.3196 0.0523 1.4188
H 0.7991 1.4580 0.8290
*
```

Output
Gap between HOMO and LUMO: 0.3600 hartree
LUMO: 0.83 eV
Energy above the lowest of the compared OMol25 structures with the same formula, charge and spin: 3.265 eV
M: 112.2 g mol⁻¹
SMILES: C=C1C[C@]1(C)[C@@H](C)O
Highest occupied orbital energy: -8.969 eV

=====

No. 4
Density functional theory data (the ωB97M-V functional and the def2-TZVPD basis) for a single C7H12O molecule.

Structure (ORCA input):
```
! wB97M-V def2-TZVPD RIJCOSX def2/J DEFGRID3
* xyz 0 1
C 0.1921 0.3570 0.9807
C -0.5464 1.6548 0.8221
C 0.1581 1.9721 -0.4232
C 0.9576 0.1266 2.2480
C -0.7300 -1.5404 -2.2232
C -0.0180 -0.6886 0.0549
C -0.0410 -0.5592 -1.3164
O -0.2717 -1.9220 0.6492
H -0.0125 -2.6226 0.0396
H -1.6266 1.5431 0.7242
H -0.3182 2.3366 1.6458
H -0.3667 2.1093 -1.3547
H 1.1951 2.2745 -0.3952
H 0.6673 0.1040 -1.7795
H 1.9074 0.6744 2.2308
H 0.4062 0.4906 3.1233
H 1.1787 -0.9274 2.4087
H -1.5801 -2.0233 -1.7365
H -1.1006 -1.0330 -3.1177
H -0.0508 -2.3266 -2.5808
*
```

Output
Gap between HOMO and LUMO (alpha / beta): 0.2869 / 0.2867 hartree
LUMO (alpha / beta): 0.52 / 0.42 eV
Energy above the lowest of the compared OMol25 structures with the same formula, charge and spin: 3.546 eV
M: 112.2 g mol⁻¹
Highest occupied orbital energy (alpha / beta): -7.284 / -7.384 eV

=====

No. 5
Density functional theory data (the ωB97M-V functional and the def2-TZVPD basis) for a single C7H12O molecule.

Structure (ORCA input):
```
! wB97M-V def2-TZVPD RIJCOSX def2/J DEFGRID3
* xyz 0 1
C -0.1681 -2.0121 0.1764
C 0.1049 -0.7429 -0.1142
C 1.5022 -0.3446 -0.4787
C 1.6868 0.1380 -1.9232
C -1.0634 0.2647 -0.2608
C -0.9773 1.2763 0.9369
C -1.6477 0.7808 2.1899
O -2.7972 1.0715 2.4262
H -1.1877 -2.3675 0.2991
H 0.6154 -2.7139 0.4629
H 1.7306 0.5269 0.1985
H 2.3079 -1.0724 -0.2333
H 0.8380 0.8248 -2.1650
H 1.7476 -0.6804 -2.6346
H 2.6322 0.7016 -2.0696
H -0.9311 0.8829 -1.1410
H -2.0383 -0.2436 -0.3217
H -1.3724 2.2024 0.5056
H 0.0987 1.2826 1.1965
H -1.0810 0.2249 2.9503
*
```

Output
Gap between HOMO and LUMO: 0.3792 hartree
LUMO: 0.87 eV
Energy above the lowest of the compared OMol25 structures with the same formula, charge and spin: 1.145 eV
M: 112.2 g mol⁻¹
SMILES: C=C(CC)CCC=O
Highest occupied orbital energy: -9.451 eV

=====

No. 6
Density functional theory data (the ωB97M-V functional and the def2-TZVPD basis) for a single C7H12O molecule.

Structure (ORCA input):
```
! wB97M-V def2-TZVPD RIJCOSX def2/J DEFGRID3
* xyz 0 1
C 2.4722 -3.0901 0.2878
C 2.1707 -1.9770 -0.3844
C 1.7341 -0.7403 0.3068
C 0.6622 -0.0736 -0.1200
C 0.0774 1.1084 0.6030
C -1.4685 1.0078 0.6133
C -2.1352 1.8308 -0.4692
O -2.9665 0.9606 -1.2646
H 2.4052 -3.0610 1.3691
H 2.7232 -3.9874 -0.2624
H 2.2204 -1.9375 -1.4671
H 2.2457 -0.2957 1.1512
H 0.0407 -0.4049 -0.9374
H 0.3345 1.0796 1.6447
H 0.3070 2.1022 0.2160
H -1.7520 -0.0249 0.4501
H -1.8287 1.1919 1.6286
H -2.7399 2.6587 -0.0972
H -1.4143 2.2953 -1.1374
H -3.0885 1.3571 -2.1310
*
```

Output
Gap between HOMO and LUMO: 0.3624 hartree
LUMO: 0.99 eV
Energy above the lowest of the compared OMol25 structures with the same formula, charge and spin: 1.673 eV
M: 112.2 g mol⁻¹
SMILES: C=C/C=C/CCCO
Highest occupied orbital energy: -8.872 eV

=====

No. 7
Density functional theory data (the ωB97M-V functional and the def2-TZVPD basis) for 2 unconnected molecules or ions with the total composition C7H12O.

Structure (ORCA input):
```
! wB97M-V def2-TZVPD RIJCOSX def2/J DEFGRID3
* xyz 0 1
C -1.1913 -0.6253 0.2500
C -1.1265 -0.3675 1.5195
C 1.7833 -0.5272 -2.1571
C 1.0403 0.3448 -3.1692
C 1.0610 0.6805 -1.7380
C -2.0209 -1.0431 2.5498
C -0.1416 0.6163 2.1046
O 1.5758 1.7715 -1.1195
H -1.7647 -1.2645 -0.3794
H 1.3461 -1.4863 -1.9301
H 2.8654 -0.5332 -2.1489
H 1.6166 0.9464 -3.8630
H 0.1365 -0.0617 -3.5978
H -2.5874 -0.2868 3.0901
H -2.7137 -1.7322 2.0739
H -1.4058 -1.5928 3.2608
H -0.1505 1.5457 1.5404
H -0.3799 0.8271 3.1441
H 0.8678 0.2110 2.0540
H 1.1894 2.5773 -1.4843
*
```

Output
Gap between HOMO and LUMO (alpha / beta): 0.3316 / 0.2919 hartree
LUMO (alpha / beta): 0.72 / 0.55 eV
Energy above the lowest of the compared OMol25 structures with the same formula, charge and spin: 5.764 eV
M: 112.2 g mol⁻¹
Highest occupied orbital energy (alpha / beta): -8.304 / -7.396 eV

=====

No. 8
Density functional theory data (the ωB97M-V functional and the def2-TZVPD basis) for a single C7H12O2 molecule.

Structure (ORCA input):
```
! wB97M-V def2-TZVPD RIJCOSX def2/J DEFGRID3
* xyz 0 1
C 2.0669 0.5100 0.7677
C 0.9295 0.7917 -0.2111
O 1.4531 0.9729 -1.5038
C -0.1743 -0.3039 -0.1978
C 0.3623 -1.7247 -0.3081
C -1.1137 -0.0913 1.0107
C -2.2869 0.5772 0.3672
C -2.1353 0.5446 -0.9493
O -0.9801 -0.0440 -1.3701
H 2.7014 -0.3144 0.4230
H 2.6824 1.4022 0.8479
H 1.6645 0.2794 1.7569
H 0.4337 1.7326 0.0850
H 0.8770 0.5194 -2.1269
H 1.0016 -1.8202 -1.1829
H 0.9221 -1.9902 0.5809
H -0.4744 -2.4105 -0.4194
H -1.3979 -1.0396 1.4744
H -0.6474 0.5283 1.7756
H -3.1176 0.9786 0.9153
H -2.7670 0.9018 -1.7352
*
```

Output
Gap between HOMO and LUMO: 0.3500 hartree
LUMO: 0.90 eV
Energy above the lowest of the compared OMol25 structures with the same formula, charge and spin: 0.438 eV
M: 128.2 g mol⁻¹
SMILES: C[C@@H](O)[C@@]1(C)CC=CO1
Highest occupied orbital energy: -8.628 eV

=====

No. 9
Density functional theory data (the ωB97M-V functional and the def2-TZVPD basis) for a single C7H12O2 molecule.

Structure (ORCA input):
```
! wB97M-V def2-TZVPD RIJCOSX def2/J DEFGRID3
* xyz 0 1
C -0.6726 0.4384 -2.3862
C -0.9399 0.9040 -0.9863
O -1.2823 2.2319 -0.9533
C -1.1665 0.1111 0.0886
C -0.5722 -1.2392 0.3133
C 0.8307 -0.9274 0.8828
C 0.8224 -0.3230 2.2762
C 1.5257 0.0461 -0.1636
O 2.0903 1.0751 0.1248
H 0.3598 0.6729 -2.6464
H -0.8106 -0.6341 -2.5085
H -1.3204 0.9844 -3.0695
H -1.3016 2.5309 -0.0306
H -1.5781 0.5856 0.9719
H -0.4721 -1.7806 -0.6285
H -1.1620 -1.8033 1.0371
H 1.4105 -1.8554 0.8606
H 0.6604 0.7524 2.2380
H 0.0320 -0.7375 2.8987
H 1.7829 -0.5001 2.7578
H 1.7634 -0.5320 -1.0767
*
```

Output
Gap between HOMO and LUMO: 0.3472 hartree
LUMO: 0.88 eV
Energy above the lowest of the compared OMol25 structures with the same formula, charge and spin: 1.136 eV
M: 128.2 g mol⁻¹
SMILES: C/C(O)=C\C[C@H](C)C=O
Highest occupied orbital energy: -8.565 eV

=====

No. 10
Density functional theory data (the ωB97M-V functional and the def2-TZVPD basis) for a single C7H12O4S2 molecule.

Structure (ORCA input):
```
! wB97M-V def2-TZVPD RIJCOSX def2/J DEFGRID3
* xyz 0 1
C 3.4624 -0.0576 -1.1011
C 2.7804 -0.1177 0.0314
S 1.4032 1.0111 0.1824
O 1.5071 1.8263 1.3183
O 1.4061 1.6969 -1.0508
C -0.0857 -0.0860 0.1887
C 0.1610 -1.2337 -0.7652
C -0.2556 -0.5361 1.6289
S -1.4044 1.3289 -0.1361
O -1.2060 2.3791 0.8582
O -1.4104 1.6368 -1.4994
C -2.8650 0.3475 0.3578
C -3.5176 -0.3311 -0.4719
H 4.2864 -0.6326 -1.4476
H 3.1852 0.7599 -1.6743
H 2.9812 -0.7028 0.8848
H 0.6862 -2.1243 -0.2098
H 0.9102 -0.9615 -1.6801
H -0.7246 -1.6304 -1.1400
H -0.2278 0.3427 2.2623
H -1.1469 -1.0369 1.7124
H 0.5340 -1.1427 1.9162
H -2.9755 0.3950 1.4493
H -4.3048 -0.9073 -0.0953
H -3.1792 -0.2236 -1.5191
*
```

Output
Gap between HOMO and LUMO: 0.3787 hartree
LUMO: 0.30 eV
Energy above the lowest of the compared OMol25 structures with the same formula, charge and spin: 2.980 eV
M: 224.3 g mol⁻¹
SMILES: C=CS(=O)(=O)C(C)(C)S(=O)(=O)C=C
Highest occupied orbital energy: -10.009 eV

=====

No. 11
Density functional theory data (the ωB97M-V functional and the def2-TZVPD basis) for a single C7H12O5 molecule.

Structure (ORCA input):
```
! wB97M-V def2-TZVPD RIJCOSX def2/J DEFGRID3
* xyz 0 1
C 3.0273 -0.0156 0.9878
C 2.4295 0.8658 -0.0005
C 1.2919 0.5345 -0.6132
O 0.7530 1.3807 -1.4805
C 0.6338 -0.8004 -0.6401
C -0.5148 -1.0785 0.1974
C -1.9120 -0.4334 -0.1994
O -2.8860 -1.4251 -0.0178
O -1.9739 0.1266 -1.5256
C -2.1644 0.7236 0.7357
O -2.6861 0.6105 1.8281
O -1.7823 1.8921 0.1881
H 2.4534 0.0534 1.9239
H 4.0060 0.2110 1.2026
H 3.0216 -0.9212 0.6003
H 2.8788 1.7859 -0.2454
H -0.1803 1.2898 -1.6606
H 1.5343 -1.4755 -0.6307
H 0.3081 -0.9250 -1.7125
H -0.8139 -2.1863 0.2065
H -0.2058 -0.8412 1.2867
H -3.1546 -1.2546 0.9360
H -1.9662 -0.6761 -2.1512
H -2.0974 2.5588 0.7843
*
```

Output
Gap between HOMO and LUMO: 0.3179 hartree
LUMO: 0.52 eV
Energy above the lowest of the compared OMol25 structures with the same formula, charge and spin: 0.000 eV
M: 176.2 g mol⁻¹
SMILES: C/C=C(/O)CCC(O)(O)C(=O)O
Highest occupied orbital energy: -8.130 eV

=====

No. 12
Density functional theory data (the ωB97M-V functional and the def2-TZVPD basis) for a single C7H12S molecule.

Structure (ORCA input):
```
! wB97M-V def2-TZVPD RIJCOSX def2/J DEFGRID3
* xyz 0 1
C 1.1804 -0.7483 1.2476
C 0.2622 -0.5594 -0.0041
C 1.1028 -0.5879 -1.2529
C -0.8123 -1.7012 0.0379
S -2.2102 -0.5536 -0.1974
C -0.7903 0.5783 0.0702
C -1.0022 1.8343 0.7751
C -0.9086 1.8670 -0.7287
H 2.2376 -0.4694 1.0666
H 1.2036 -1.8706 1.4379
H 0.8489 -0.1844 2.1090
H 1.7872 0.2809 -1.2507
H 0.6269 -0.5389 -2.1593
H 1.7714 -1.4986 -1.4094
H -0.6395 -2.3793 -0.7305
H -0.8114 -2.1527 0.9941
H -0.2402 2.4227 1.3999
H -1.9587 2.1167 1.0796
H -1.7316 1.9663 -1.4275
H 0.0838 2.1778 -1.0577
*
```

Output
Gap between HOMO and LUMO: 0.3346 hartree
LUMO: 0.89 eV
Energy above the lowest of the compared OMol25 structures with the same formula, charge and spin: 2.504 eV
M: 128.2 g mol⁻¹
SMILES: CC1(C)CSC12CC2
Highest occupied orbital energy: -8.217 eV

=====

| no. | E (Ha) | strongest force on any atom (hartree/bohr) |
| --- | --- | --- |
| 1 | -2006.38321 | 0.0599 |
| 2 | -349.09303 | 0.0662 |
| 3 | -349.02867 | 0.0934 |
| 4 | -349.01834 | 0.0215 |
| 5 | -349.10658 | 0.0455 |
| 6 | -349.08718 | 0.0245 |
| 7 | -348.93683 | 0.0167 |
| 8 | -424.37991 | 0.0144 |
| 9 | -424.35428 | 0.0601 |
| 10 | -1371.09261 | 0.1194 |
| 11 | -650.07995 | 0.0953 |
| 12 | -672.02488 | 0.0572 |